[1]
{"formula": "C36H90N6", "method": "wB97M-V/def2-TZVPD", "charge": 0, "e_homo_ev": -7.916, "de_lowest_kcal_mol": 20.3, "multiplicity": 1, "orbital_gap_ev": 8.6, "elements": ["C", "C", "N", "C", "C", "C", "C", "H", "H", "H", "H", "H", "H", "H", "H", "H", "H", "H", "H", "H", "H", "H", "C", "C", "N", "C", "C", "C", "C", "H", "H", "H", "H", "H", "H", "H", "H", "H", "H", "H", "H", "H", "H", "H", "C", "C", "N", "C", "C", "C", "C", "H", "H", "H", "H", "H", "H", "H", "H", "H", "H", "H", "H", "H", "H", "H", "C", "C", "N", "C", "C", "C", "C", "H", "H", "H", "H", "H", "H", "H", "H", "H", "H", "H", "H", "H", "H", "H", "C", "C", "N", "C", "C", "C", "C", "H", "H", "H", "H", "H", "H", "H", "H", "H", "H", "H", "H", "H", "H", "H", "C", "C", "N", "C", "C", "C", "C", "H", "H", "H", "H", "H", "H", "H", "H", "H", "H", "H", "H", "H", "H", "H"], "coordinates": [[24.5232, 17.8159, -11.2656], [23.7926, 19.1804, -11.2034], [23.5583, 19.8022, -12.4841], [24.6823, 20.4814, -13.0917], [25.5718, 19.5937, -13.9636], [22.6629, 19.0700, -13.3553], [22.2566, 19.8401, -14.6012], [25.5449, 17.8445, -11.6398], [23.9540, 17.0639, -11.8078], [24.6175, 17.5015, -10.2197], [22.8519, 19.0826, -10.6527], [24.3731, 19.8328, -10.5450], [24.3298, 21.2864, -13.7426], [25.2876, 20.9702, -12.3275], [26.2729, 20.2639, -14.4819], [26.3160, 18.9712, -13.4629], [24.9825, 19.0554, -14.7021], [21.7226, 18.8653, -12.8379], [23.1026, 18.0970, -13.6107], [21.6626, 20.7292, -14.3671], [21.6229, 19.2792, -15.2912], [23.0706, 20.2345, -15.2158], [21.5360, 10.2228, -21.3260], [20.9267, 10.8228, -20.0731], [21.8447, 11.6015, -19.2814], [21.2126, 12.2351, -18.1275], [22.1026, 13.2363, -17.4225], [23.1220, 10.9778, -18.9852], [23.0113, 9.7486, -18.0912], [22.0518, 10.9729, -21.9304], [20.8082, 9.7081, -21.9541], [22.2860, 9.4564, -21.1140], [20.0525, 11.4291, -20.3231], [20.4882, 9.9891, -19.4925], [20.3074, 12.6942, -18.5372], [20.8637, 11.4862, -17.3981], [22.6586, 13.8308, -18.1453], [21.5185, 13.8467, -16.7351], [22.7879, 12.6680, -16.7874], [23.8925, 11.6523, -18.6059], [23.5948, 10.7068, -19.9350], [22.7433, 10.0405, -17.0697], [23.9102, 9.1367, -17.9559], [22.2823, 8.9863, -18.3801], [25.5469, 14.2582, -13.0576], [26.5489, 14.0691, -14.1968], [25.9666, 14.5426, -15.4442], [25.8486, 15.9920, -15.5548], [24.6024, 16.3514, -16.3775], [26.4466, 13.9605, -16.6882], [26.4267, 12.4395, -16.6229], [25.1110, 15.2557, -12.9734], [26.0189, 13.9564, -12.1242], [24.6653, 13.6498, -13.2760], [27.5297, 14.5025, -13.9514], [26.7823, 13.0028, -14.1559], [25.8192, 16.4900, -14.5839], [26.6703, 16.5296, -16.0619], [23.7155, 15.8939, -15.9335], [24.4318, 17.4261, -16.2669], [24.7116, 16.0325, -17.4081], [27.4118, 14.3334, -17.0586], [25.7556, 14.2336, -17.4889], [27.2187, 12.0796, -15.9587], [26.6642, 11.9393, -17.5640], [25.4628, 12.1028, -16.2418], [31.1061, 15.7784, -17.5789], [30.2337, 16.6839, -16.7047], [30.7481, 16.7506, -15.3507], [30.3436, 15.5318, -14.6384], [30.7426, 15.5287, -13.1531], [30.4295, 17.9748, -14.6184], [28.9550, 18.2698, -14.3569], [32.1629, 15.9978, -17.4652], [30.8594, 15.7879, -18.6456], [30.8763, 14.7284, -17.3515], [30.4094, 17.6578, -17.1861], [29.1602, 16.4747, -16.7861], [30.8759, 14.6606, -15.0290], [29.2800, 15.2788, -14.7211], [30.2771, 16.3256, -12.5794], [31.8192, 15.5575, -12.9657], [30.4942, 14.5387, -12.7572], [30.9559, 17.9149, -13.6701], [30.8421, 18.7964, -15.2044], [28.8377, 19.2743, -13.9439], [28.4067, 18.2904, -15.3062], [28.3712, 17.5862, -13.7363], [26.1028, 12.0373, -22.1734], [26.4393, 13.4654, -21.7809], [27.8733, 13.7785, -21.7018], [28.5686, 12.8231, -20.8244], [30.0201, 13.1344, -20.5343], [28.0283, 15.1558, -21.1805], [27.7078, 15.3657, -19.7117], [26.4443, 11.2820, -21.4633], [26.4984, 11.7185, -23.1398], [25.0185, 11.9248, -22.2527], [26.1085, 14.0683, -22.6366], [25.8565, 13.7883, -20.9096], [27.9779, 12.6735, -19.9045], [28.5243, 11.8190, -21.2517], [30.7055, 13.0636, -21.3814], [30.1266, 14.1301, -20.1036], [30.4076, 12.3688, -19.8572], [27.4449, 15.8695, -21.7610], [29.0805, 15.3871, -21.3638], [27.8632, 16.4248, -19.4985], [28.2847, 14.8082, -18.9677], [26.7028, 15.0225, -19.4534], [25.8022, 9.7498, -12.5658], [26.9089, 10.0688, -11.5789], [26.7143, 11.3043, -10.8202], [27.9354, 11.6764, -10.1420], [28.8954, 12.4556, -11.0324], [25.5439, 11.1885, -9.9261], [25.0664, 12.5528, -9.4622], [25.2552, 8.8279, -12.3884], [26.1559, 9.7154, -13.6017], [25.1474, 10.6255, -12.6377], [27.1460, 9.2092, -10.9312], [27.8397, 10.1790, -12.1420], [27.6670, 12.2419, -9.2418], [28.4181, 10.8206, -9.6306], [29.8278, 12.7082, -10.5321], [29.1577, 11.9080, -11.9407], [28.3309, 13.3216, -11.3846], [25.8049, 10.5216, -9.0941], [24.7629, 10.7145, -10.5179], [24.0168, 12.5134, -9.1586], [25.0891, 13.3116, -10.2435], [25.6199, 12.9478, -8.6094]], "forces_ev_per_a": [[-0.314, 0.203, 1.067], [0.615, -0.485, -0.153], [-0.578, 1.039, 0.611], [0.137, -0.551, -0.353], [1.198, 0.887, -0.262], [0.073, 0.047, -0.302], [-0.191, 0.754, -0.668], [-0.089, 0.272, -0.273], [0.010, -0.052, -0.018], [-0.066, -0.344, -0.129], [-0.163, -0.293, -0.298], [0.149, 0.241, -0.349], [-0.180, -0.004, 0.118], [-0.139, -0.094, 0.194], [-0.382, 0.048, -0.419], [-0.688, -0.483, 0.367], [0.192, -0.213, 0.012], [0.171, -0.118, 0.368], [-0.122, -0.125, -0.323], [0.072, -0.068, 0.370], [0.103, -0.395, 0.242], [0.205, -0.307, 0.171], [0.515, -0.154, -0.363], [-0.409, -0.869, 0.175], [0.748, 1.066, 0.263], [-0.562, -0.329, -0.617], [0.012, -0.625, 0.294], [0.480, -1.058, -0.869], [0.109, -0.683, 1.044], [-0.168, 0.104, -0.002], [-0.256, 0.254, 0.097], [-0.037, 0.058, 0.249], [0.215, 0.288, -0.097], [0.070, -0.045, 0.099], [0.036, 0.212, 0.213], [-0.044, -0.032, 0.042], [-0.017, 0.183, 0.132], [-0.013, 0.219, -0.185], [0.296, 0.280, -0.098], [-0.559, 0.405, 0.426], [-0.275, -0.213, -0.055], [-0.107, 0.051, -0.057], [0.337, 0.520, -0.310], [-0.271, 0.421, -0.369], [-0.214, 0.068, -0.261], [-0.076, 0.161, 0.671], [0.628, 0.104, -0.248], [-0.531, 0.405, -0.508], [-0.128, 0.284, 1.184], [-0.441, -0.658, -0.377], [0.776, -0.205, 0.269], [0.515, 0.215, 0.071], [-0.237, 0.007, 0.125], [0.183, -0.355, 0.188], [-0.097, 0.495, -0.029], [-0.297, -0.032, -0.702], [-0.262, -0.376, 0.163], [0.464, -0.630, -0.001], [0.059, -0.264, -0.141], [0.101, 0.048, -0.575], [-0.145, 0.249, -0.155], [0.291, 0.036, 0.476], [-0.166, 0.180, 0.119], [-0.211, -0.027, 0.143], [-0.310, 0.318, -0.239], [-0.010, -0.111, -0.057], [-1.028, -1.371, -0.101], [1.271, 1.255, -1.219], [-0.659, -0.860, 0.342], [1.100, -0.139, 0.998], [0.082, -0.588, -0.090], [-0.253, -0.392, -0.085], [-0.651, 0.353, -0.691], [0.024, -0.039, 0.189], [-0.110, 0.651, 0.073], [0.559, 0.013, 0.288], [-0.427, 0.220, 0.451], [-0.021, -0.263, 0.066], [-0.031, 0.188, -0.511], [-0.177, 0.370, -0.102], [-0.186, -0.203, 0.195], [0.062, 0.441, -0.459], [-0.489, 0.233, 0.189], [0.211, 0.258, -0.018], [0.075, 0.091, 0.105], [0.090, -0.043, 0.139], [0.073, 0.049, -0.029], [0.495, -0.231, 0.216], [-0.180, -0.628, 0.169], [0.190, 0.173, -1.513], [-0.302, -0.070, 0.798], [-0.451, -0.513, -0.297], [0.299, -0.083, 0.216], [0.936, -0.739, -0.116], [-0.220, -0.141, 0.597], [-0.074, 0.118, 0.183], [0.221, 0.390, -0.031], [0.004, 0.099, 0.106], [-0.303, 0.176, 0.312], [0.132, -0.218, 0.185], [0.307, 0.341, 0.354], [0.021, 0.159, -0.447], [-0.442, 0.175, -0.375], [0.232, -0.222, 0.212], [-0.116, 0.254, 0.319], [-0.136, -0.250, -0.249], [-0.086, 0.369, 0.054], [-0.376, 0.000, 0.225], [0.576, 0.020, -0.503], [-0.232, 0.612, -0.227], [-0.273, 0.766, -0.890], [0.973, -0.130, -0.249], [-0.513, -0.546, -0.306], [0.223, -0.140, 1.215], [-0.595, -0.226, -0.273], [0.794, 0.331, -0.662], [-0.530, 0.267, 0.446], [-0.165, 0.134, 0.229], [0.364, -0.353, 0.170], [-0.354, -0.316, 0.365], [-0.362, -0.002, 0.286], [-0.032, 0.203, 0.009], [-0.027, 0.550, -0.416], [0.116, -0.299, -0.584], [-0.103, 0.245, 0.102], [0.002, -0.200, 0.114], [0.409, 0.309, 0.133], [-0.253, -0.010, 0.216], [-0.068, -0.061, 0.139], [0.058, -0.169, 0.162], [0.233, -0.220, -0.207], [0.089, -0.074, -0.025]]}



[2]
{"formula": "C8H16FNO2S", "method": "wB97M-V/def2-TZVPD", "charge": 0, "e_homo_ev": [-7.791, -6.898], "de_lowest_kcal_mol": 97.5, "multiplicity": 1, "orbital_gap_ev": [8.2, 7.5], "elements": ["C", "C", "C", "C", "C", "C", "C", "C", "N", "O", "O", "F", "S", "H", "H", "H", "H", "H", "H", "H", "H", "H", "H", "H", "H", "H", "H", "H", "H"], "coordinates": [[2.6354, -1.6212, 0.1434], [1.9768, -1.0856, 1.4831], [1.7517, -1.0247, -0.9871], [1.3492, 0.1224, 0.9938], [0.6739, -0.1725, -0.3500], [-3.0689, 2.3689, -0.6899], [-3.1005, 1.3654, 0.3781], [-1.7594, -0.6102, -0.7251], [-0.5304, -0.8854, -0.2008], [-2.8763, -1.9275, 1.1095], [-4.2358, -1.6272, -1.0680], [-2.3502, 1.7656, 1.4595], [-2.9212, -1.9511, -0.5798], [3.5813, -1.0867, -0.0094], [2.8543, -2.5969, 0.2038], [1.1450, -1.6048, 1.7925], [2.6719, -0.9500, 2.1874], [2.2855, -0.2403, -1.4582], [1.4048, -1.8077, -1.7111], [0.5840, 0.6439, 1.5714], [2.1645, 0.7485, 0.8929], [0.4121, 0.7591, -0.9423], [-3.7231, 1.8630, -1.3553], [-3.4630, 3.2728, -0.3197], [-2.0575, 2.5475, -1.2064], [-4.0437, 1.0250, 0.6948], [-1.9076, 0.1048, -1.5505], [-3.1059, -1.2515, 1.7522], [-0.6123, -1.6689, 0.4755]], "forces_ev_per_a": [[-0.835, 4.537, 0.673], [-0.832, -1.291, -4.018], [-0.206, -1.497, -0.678], [-2.332, 2.413, -0.265], [0.571, 0.564, -0.441], [1.846, -1.226, -0.809], [2.462, -0.059, 0.189], [-0.866, 1.854, -0.280], [-2.684, -1.788, 1.080], [0.359, -1.924, -0.530], [-0.556, 0.920, -0.432], [0.099, -0.358, 0.308], [1.001, -0.177, 2.001], [0.130, -0.289, 0.564], [0.362, -3.730, -0.345], [-1.257, -2.582, 1.153], [2.378, 0.471, 2.961], [1.179, 0.098, -1.169], [0.137, 0.983, 0.468], [0.256, -0.214, 0.693], [1.347, 2.248, -0.874], [0.532, -1.017, 0.681], [-0.814, 0.327, -1.450], [-0.568, 1.394, 0.137], [-1.376, -0.340, 0.932], [-1.142, -0.582, 0.342], [0.444, -0.652, 0.301], [-0.248, 1.005, -0.718], [0.614, 0.913, -0.473]]}



What is the charge in the first record? 0



What is the charge in the first record? 0